Molecular formula: C18H52N3NaO9P3Si3
Method: DFT, the ωB97M-V functional and the def2-TZVPD basis

```
89
C18H52N3NaO9P3Si3 (the ωB97M-V functional and the def2-TZVPD basis)
Na 0.85 -0.19 -0.29
C 4.69 -3.72 -0.36
C 4.04 -2.45 -0.90
O 4.84 -1.91 -1.94
P 3.86 -1.17 0.39
O 3.14 -1.89 1.62
O 5.31 -0.87 1.01
O 3.23 0.07 -0.09
P 2.30 -2.69 -1.53
O 2.17 -4.27 -1.83
O 2.26 -1.86 -2.77
O 1.37 -2.37 -0.38
H 5.71 -3.50 -0.02
H 4.75 -4.45 -1.16
H 4.11 -4.14 0.46
H 4.20 -1.59 -2.60
H 2.30 -2.25 1.26
H 5.64 -1.62 1.52
H 1.40 -4.61 -1.36
C -2.73 2.38 -0.50
O -2.09 1.13 -0.54
Si -2.94 -0.31 -0.83
C -3.14 -0.36 -2.71
C -4.70 0.02 -0.20
C -2.06 -1.66 -0.08
Si -1.93 -3.22 -0.98
C -1.15 -3.13 -2.71
C -0.96 -4.57 -0.06
C -3.61 -4.06 -1.30
Si -2.04 -1.67 1.73
C -2.00 0.07 2.47
C -0.54 -2.55 2.51
C -3.53 -2.52 2.55
H -3.43 2.46 0.34
H -3.30 2.59 -1.42
H -1.97 3.16 -0.39
H -3.66 0.54 -3.06
H -3.72 -1.22 -3.03
H -2.17 -0.41 -3.21
H -5.17 0.89 -0.67
H -4.72 0.17 0.88
H -5.31 -0.86 -0.42
H -0.27 -2.49 -2.74
H -1.87 -2.75 -3.44
H -0.85 -4.13 -3.04
H 0.04 -4.22 0.21
H -0.89 -5.47 -0.68
H -1.46 -4.86 0.88
H -4.27 -3.40 -1.88
H -4.12 -4.29 -0.36
H -3.51 -5.00 -1.87
H -1.08 0.59 2.17
H -2.01 0.02 3.57
H -2.84 0.69 2.15
H 0.26 -2.60 1.78
H -0.78 -3.57 2.81
H -0.18 -2.02 3.39
H -4.47 -2.03 2.26
H -3.47 -2.52 3.64
H -3.60 -3.56 2.22
C 0.94 5.44 2.01
N 0.42 4.15 1.61
C -0.83 3.78 2.25
P 1.07 3.15 0.46
O 0.70 1.75 0.73
N 0.57 3.63 -1.04
C 0.40 2.69 -2.13
C 0.21 5.00 -1.35
N 2.69 3.52 0.53
C 3.37 3.07 1.75
C 3.52 3.36 -0.66
H 0.23 6.25 1.77
H 1.88 5.64 1.51
H 1.11 5.47 3.09
H -1.63 4.48 2.00
H -0.71 3.78 3.34
H -1.12 2.78 1.95
H 0.90 1.75 -1.93
H 0.84 3.11 -3.05
H -0.66 2.47 -2.32
H 0.46 5.67 -0.53
H -0.86 5.09 -1.56
H 0.76 5.34 -2.24
H 2.71 3.16 2.60
H 4.25 3.69 1.92
H 3.68 2.02 1.65
H 2.99 3.74 -1.53
H 3.79 2.31 -0.82
H 4.43 3.94 -0.53
```

**Energy relative to the best compared isomer or geometry (same formula, charge and spin)**: 0.0 kcal/mol
**HOMO-LUMO gap**: 0.212 hartree
**Net charge**: -1
**Highest occupied orbital energy**: -3.783 eV

Molecular formula: C2H7ISi
Method: DFT, the ωB97M-V functional and the def2-TZVPD basis

```
11
C2H7ISi (the ωB97M-V functional and the def2-TZVPD basis)
C -0.55 -0.05 -1.62
Si 0.60 -0.44 0.07
C -0.25 0.29 1.60
I 2.81 0.67 -0.23
H -0.25 0.91 -2.04
H -0.39 -0.82 -2.36
H -1.59 -0.01 -1.35
H 0.89 -1.86 0.18
H 0.08 -0.21 2.51
H -0.02 1.35 1.71
H -1.33 0.19 1.53
```

**Energy relative to the best compared isomer or geometry (same formula, charge and spin)**: 0.0 kcal/mol
**HOMO-LUMO gap**: 0.375 hartree
**Structure (SMILES)**: C[SiH](C)I
**Net charge**: 0
**Highest occupied orbital energy**: -9.498 eV

Molecular formula: C5H5NO3
Method: DFT, the ωB97M-V functional and the def2-TZVPD basis

```
14
C5H5NO3 (the ωB97M-V functional and the def2-TZVPD basis)
O 2.17 2.39 0.64
C 1.61 1.68 1.49
O 1.91 1.46 2.78
C 0.38 0.97 0.88
N -0.60 0.54 1.67
C -1.63 -0.15 1.08
C -1.54 -0.59 -0.23
O -0.46 -0.42 -0.98
C 0.28 0.71 -0.63
H 2.45 2.23 3.05
H -2.58 -0.35 1.55
H -2.39 -1.09 -0.62
H 1.34 0.68 -1.02
H -0.28 1.51 -1.12
```

**Energy relative to the best compared isomer or geometry (same formula, charge and spin)**: 26.3 kcal/mol
**HOMO-LUMO gap**: 0.305 hartree
**Structure (SMILES)**: O=C(O)C1=NC=COC1
**Net charge**: 0
**Highest occupied orbital energy**: -8.619 eV

Molecular formula: CH6NO2
Method: DFT, the ωB97M-V functional and the def2-TZVPD basis

```
10
CH6NO2 (the ωB97M-V functional and the def2-TZVPD basis)
C 0.52 -0.71 0.16
N -0.82 0.43 -0.45
O 1.41 0.15 0.57
O -0.13 -1.29 1.14
H 0.77 -1.30 -0.74
H -1.51 -0.06 0.18
H -0.98 0.17 -1.47
H -0.67 1.45 -0.27
H 2.05 0.36 -0.10
H -0.20 -0.76 1.98
```

**Energy relative to the best compared isomer or geometry (same formula, charge and spin)**: 33.4 kcal/mol
**HOMO-LUMO gap**: 0.477 hartree
**Net charge**: +1
**Highest occupied orbital energy**: -16.711 eV

Molecular formula: C2H2Cl3NO
Method: DFT, the ωB97M-V functional and the def2-TZVPD basis

```
9
C2H2Cl3NO (the ωB97M-V functional and the def2-TZVPD basis)
C -0.43 -1.07 -0.04
C 0.86 0.94 -0.49
N -1.45 -0.84 0.83
O -0.19 -1.46 1.23
Cl 0.98 0.95 -2.23
Cl -0.28 2.11 0.11
Cl 2.37 0.95 0.33
H -0.38 -1.70 -0.91
H -1.50 0.13 1.18
```

**Energy relative to the best compared isomer or geometry (same formula, charge and spin)**: 73.0 kcal/mol
**HOMO-LUMO gap (alpha / beta)**: 0.281 / 0.296 hartree
**2S+1**: 3
**Net charge**: 0
**Highest occupied orbital energy (alpha / beta)**: -7.155 / -10.103 eV